Record 1
C19H16BaCl2N5O2 as an isolated structure, computed with wB97M-V/def2-TZVPD.

largest force on an atom: 0.43 eV/A
DFT total energy: -57252.835 eV
frontier orbital gap: 5.88 eV
net charge: -1
energy above the lowest of the compared OMol25 structures with the same formula, charge and spin: 0.00 kJ/mol

Geometry as XYZ:
```
45
Properties=species:S:1:pos:R:3:forces:R:3:lowdin_charge:R:1
Ba 0.79085 1.19516 -0.56981 0.3 -0.3 0.1 1.90
Cl -0.50864 4.82816 3.31008 0.0 0.0 0.0 0.65
C -1.11815 3.19793 3.34708 0.0 0.0 0.0 -0.60
C -1.97051 2.83280 4.39628 0.0 0.0 0.0 -0.15
C -2.48476 1.57117 4.47129 0.0 0.1 0.0 -0.62
Cl -3.55252 1.15818 5.79355 0.0 0.0 0.0 0.64
C -2.16886 0.60429 3.48687 0.0 0.0 0.0 -0.18
C -2.68025 -0.71305 3.46986 0.0 0.0 -0.1 -0.03
C -2.33968 -1.56058 2.45580 0.0 0.1 0.1 -0.04
C -1.46468 -1.10429 1.45349 0.1 -0.1 -0.1 -0.14
N -0.95143 0.10033 1.45375 0.0 0.2 0.0 0.02
C -1.29553 0.97544 2.43994 0.1 0.1 -0.1 -0.15
C -0.73045 2.31978 2.33429 0.1 -0.1 -0.3 -0.45
O 0.04450 2.63181 1.35967 -0.2 0.0 0.3 -0.38
H -2.22035 3.56797 5.14894 0.0 0.0 0.0 0.10
H -3.35087 -1.02856 4.25782 0.0 0.0 0.0 0.08
H -2.73213 -2.56675 2.40593 0.0 0.0 0.0 0.10
H -1.20115 -1.74983 0.62286 0.0 0.0 0.0 0.10
N 3.12537 -0.18454 -0.39559 -0.1 0.2 -0.3 -0.23
C 3.78847 -0.79697 0.61463 -0.1 -0.1 0.1 -0.46
C 3.23395 -0.81333 1.92521 0.1 0.0 -0.1 -0.08
C 3.86491 -1.44139 2.97957 0.0 0.0 0.0 -0.14
C 5.08441 -2.09337 2.81004 0.0 0.0 0.1 -0.16
C 5.65285 -2.09110 1.54156 0.0 0.0 0.0 -0.15
C 5.03401 -1.46563 0.47390 -0.1 0.0 0.0 -0.08
H 2.28287 -0.31435 2.08792 0.0 0.0 0.0 0.08
H 3.39623 -1.42513 3.95803 0.0 0.0 0.0 0.09
H 5.57437 -2.58612 3.64028 0.0 0.0 0.0 0.07
H 6.60279 -2.59057 1.37795 0.0 0.0 0.0 0.08
H 5.50323 -1.48737 -0.50533 0.0 0.0 0.0 0.09
C -2.53066 1.52146 -5.02412 0.0 0.0 0.0 -0.07
N -2.07796 0.54152 -4.07210 0.0 0.0 0.0 -0.13
C -2.99277 -0.42232 -3.49927 0.0 0.0 0.0 -0.08
C -2.27068 -0.81283 -2.20028 0.0 0.0 -0.1 -0.52
O -2.65379 -1.70877 -1.46582 0.0 0.0 0.0 0.01
N -1.19699 -0.00855 -2.04418 0.1 0.0 0.1 -0.03
C -1.12561 0.84194 -3.10863 0.0 0.0 0.0 -0.58
N -0.24119 1.79418 -3.14911 0.0 0.0 0.0 -0.04
H -3.17682 1.03656 -5.75511 0.0 0.0 0.0 0.08
H -1.68504 1.94479 -5.56634 0.0 0.0 0.0 0.08
H -3.08935 2.34188 -4.55429 0.0 0.0 0.0 0.09
H -3.15433 -1.29070 -4.13963 0.0 0.0 0.0 0.12
H -3.96428 0.02128 -3.25135 0.0 0.0 0.0 0.13
H 3.67412 -0.28830 -1.25255 -0.1 0.0 0.2 -0.01
H -0.30424 2.33996 -3.99834 0.0 0.0 0.0 0.01
```
Positions in Å, forces in eV/Å.

=====

Record 2
C19H16Cl2O4PPdS as an isolated structure, computed with wB97M-V/def2-TZVPD.

largest force on an atom: 0.83 eV/A
DFT total energy: -76803.054 eV
frontier orbital gap: 8.02 eV
net charge: -1
energy above the lowest of the compared OMol25 structures with the same formula, charge and spin: 154.07 kJ/mol

Geometry as XYZ:
```
44
Properties=species:S:1:pos:R:3:forces:R:3:lowdin_charge:R:1
Pd 2.07168 -0.71433 -0.43257 0.1 -0.1 -0.1 0.79
Cl 5.53486 0.18048 0.47436 -0.1 0.0 0.1 0.52
C 4.66201 -0.90565 1.56678 -0.1 0.0 -0.1 -0.96
Cl 3.09557 -0.22225 2.08940 0.1 0.1 0.0 0.59
H 5.26409 -1.04701 2.45458 0.0 0.0 0.0 0.02
H 4.42726 -1.82474 1.03649 0.0 0.0 0.0 0.00
C 0.04963 -1.75503 3.26006 0.0 0.1 0.0 -0.11
C 0.07854 -2.64245 2.19811 0.0 0.0 0.0 -0.08
C -0.18220 -2.19125 0.90674 0.0 -0.1 0.1 -0.11
C -0.47355 -0.84758 0.68115 0.1 0.0 0.0 -0.44
C -0.46315 0.04942 1.75597 0.0 0.0 0.1 -0.12
C -0.21421 -0.40217 3.04011 0.0 -0.1 0.0 -0.12
P -0.85608 -0.37004 -1.04111 -0.3 0.1 -0.2 1.10
C -2.60354 0.20003 -0.89147 0.0 0.0 0.0 -0.37
C -3.38827 0.09899 0.25460 0.0 0.0 0.0 -0.08
C -4.71943 0.50515 0.24557 0.1 0.0 0.0 -0.10
C -5.28677 1.02332 -0.90815 0.0 0.0 0.0 -0.11
C -4.51932 1.11874 -2.06327 0.0 0.0 0.0 -0.10
C -3.19786 0.69865 -2.05590 -0.1 0.0 0.1 -0.13
C 0.05202 1.21397 -1.12791 0.0 0.1 0.0 -0.41
C -0.48897 2.48542 -1.29079 0.0 0.0 -0.1 -0.11
C 0.35010 3.58569 -1.43110 0.0 0.0 0.0 -0.12
C 1.72617 3.41137 -1.41077 0.0 0.0 0.0 -0.11
C 2.26829 2.14290 -1.21987 -0.1 0.0 0.0 -0.11
C 1.44211 1.03558 -1.05801 0.2 0.2 0.1 -0.29
H 0.26130 -2.10453 4.26351 0.0 0.0 0.0 0.10
H 0.33005 -3.68254 2.35858 0.0 0.0 0.0 0.11
H -0.11497 -2.86904 0.06253 0.0 0.0 0.0 0.09
H -0.65477 1.10092 1.56943 0.0 0.0 0.0 0.11
H -0.20790 0.29455 3.86973 0.0 0.0 0.0 0.10
H -2.96217 -0.30347 1.16454 0.0 0.0 0.0 0.09
H -5.31305 0.41547 1.14739 0.0 0.0 0.0 0.10
H -6.32182 1.34223 -0.91254 0.0 0.0 0.0 0.09
H -4.95497 1.51089 -2.97423 0.0 0.0 0.0 0.10
H -2.61106 0.75521 -2.96672 0.0 0.0 0.0 0.10
H -1.56342 2.62204 -1.31851 0.0 0.0 0.0 0.09
H -0.07366 4.57444 -1.56076 0.0 0.0 0.0 0.09
H 2.38069 4.26709 -1.53292 0.0 0.0 0.0 0.09
H 3.34274 2.01628 -1.19028 0.1 0.0 0.0 0.08
O 1.46191 -3.54651 -1.82440 -0.2 -0.1 -0.2 -0.36
S 2.76322 -3.03470 -1.45743 0.5 0.2 0.6 0.29
O 3.87284 -3.92873 -1.69201 -0.1 0.3 -0.2 -0.34
O 3.00730 -1.63462 -2.07524 -0.4 -0.3 0.0 -0.44
O 2.72873 -2.62218 0.03631 0.1 -0.4 -0.1 -0.53
```
Positions in Å, forces in eV/Å.

=====

Record 3
An isolated molecule of C19H16ClN3O2S in a non-equilibrium geometry, computed with wB97M-V/def2-TZVPD.

largest force on an atom: 1.32 eV/A
DFT total energy: -51886.042 eV
structure (SMILES): O=C1OCC[C@H]1Sc1nnc(-c2ccccc2Cl)n1Cc1ccccc1
frontier orbital gap: 9.20 eV
net charge: 0
energy above the lowest of the compared OMol25 structures with the same formula, charge and spin: 41.11 kJ/mol

Geometry as XYZ:
```
42
Properties=species:S:1:pos:R:3:forces:R:3:lowdin_charge:R:1
O 2.23771 -4.59977 2.19936 0.0 -0.1 0.0 0.14
C 2.23137 -4.24237 1.06106 0.0 0.5 0.5 -0.54
O 2.21669 -5.07863 0.01918 0.1 -0.6 0.1 0.04
C 2.18632 -4.37536 -1.21762 -0.1 0.3 -0.5 -0.15
C 2.65193 -2.95150 -0.90117 0.0 -0.1 -0.1 -0.17
C 2.23592 -2.80051 0.55100 -0.3 0.3 -0.1 -0.44
S 0.52193 -2.17469 0.72337 0.1 -0.4 0.2 1.07
C 0.86201 -0.50603 0.37736 0.0 0.0 0.0 -0.59
N 2.02355 -0.01009 0.04089 0.1 -1.1 0.1 0.03
N 1.85715 1.30632 -0.13846 -0.1 1.3 -0.2 0.09
C 0.60773 1.60387 0.09525 0.2 -0.3 0.0 -0.31
C 0.03552 2.94305 -0.00395 -0.1 0.2 0.1 -0.20
C 0.12180 3.63311 -1.21029 -0.1 0.0 0.1 -0.03
C -0.41188 4.90177 -1.33536 0.0 0.0 -0.1 -0.07
C -1.03487 5.50089 -0.25250 0.0 0.0 0.0 -0.07
C -1.10729 4.84078 0.96155 0.0 0.0 0.1 -0.10
C -0.56878 3.57078 1.08393 0.0 0.1 -0.2 -0.59
Cl -0.60609 2.78288 2.62917 0.0 0.1 0.1 0.74
N -0.08663 0.47158 0.43781 0.8 0.0 0.0 0.00
C -1.50644 0.27297 0.60803 -0.4 -0.1 -0.2 -0.11
C -2.10648 -0.21817 -0.68683 -0.1 0.0 0.1 -0.21
C -2.24503 0.65885 -1.75588 0.0 0.0 0.0 -0.03
C -2.74159 0.20960 -2.96613 0.0 0.1 0.0 -0.07
C -3.10389 -1.11859 -3.11759 0.0 -0.1 0.0 -0.09
C -2.97029 -1.99496 -2.05453 0.0 -0.1 -0.1 -0.08
C -2.47071 -1.54782 -0.84340 0.0 0.1 0.1 -0.06
H 1.15778 -4.38955 -1.59611 0.1 0.0 0.0 0.13
H 2.83491 -4.90302 -1.91767 -0.1 0.1 0.1 0.13
H 3.73675 -2.86975 -0.97687 0.0 0.0 0.0 0.13
H 2.20202 -2.20692 -1.55245 0.1 0.0 0.0 0.11
H 2.86629 -2.14271 1.14526 0.0 -0.2 0.0 0.12
H 0.61514 3.15433 -2.04202 0.0 -0.1 -0.1 0.12
H -0.34152 5.42378 -2.27712 0.0 0.0 -0.1 0.11
H -1.45652 6.48978 -0.34636 0.0 0.1 0.0 0.11
H -1.57080 5.30736 1.81643 0.0 0.0 0.1 0.11
H -1.65431 -0.46171 1.40471 0.0 0.2 0.0 0.12
H -1.95493 1.22375 0.90238 0.1 -0.2 0.1 0.10
H -1.96269 1.69607 -1.63802 0.0 0.1 0.0 0.11
H -2.84590 0.89775 -3.79172 0.0 0.1 -0.1 0.10
H -3.49050 -1.46882 -4.06295 0.0 0.0 -0.1 0.10
H -3.25300 -3.03088 -2.16742 0.0 -0.1 0.0 0.10
H -2.36088 -2.23320 -0.01609 0.0 -0.1 0.1 0.09
```
Positions in Å, forces in eV/Å.

=====

Record 4
C19H16CoN7O2S2 as an isolated structure in a non-equilibrium geometry, computed with wB97M-V/def2-TZVPD.

largest force on an atom: 1.92 eV/A
DFT total energy: -93772.331 eV
frontier orbital gap (alpha / beta): 4.83 / 4.83 eV
net charge: +2

Geometry as XYZ:
```
47
Properties=species:S:1:pos:R:3:forces:R:3:lowdin_charge:R:1
Co 0.52506 0.42005 0.34634 -1.2 0.1 -0.1 0.74
O -1.51909 -4.36365 -0.69861 -0.2 -0.2 0.1 0.11
C -1.22627 -3.83645 -1.88353 0.2 0.3 -0.3 -0.24
C -1.66657 -4.52614 -3.01705 0.0 0.0 0.1 0.02
C -1.37774 -4.05525 -4.27677 0.0 0.0 0.1 -0.02
C -0.62668 -2.88590 -4.45526 0.1 0.2 0.0 -0.06
C -0.21134 -2.17487 -3.35986 -0.1 0.0 -0.3 -0.01
C -0.51375 -2.61634 -2.05934 -0.1 -0.2 0.4 -0.08
C -0.12639 -1.80474 -0.94024 0.0 -0.3 0.0 -0.33
O 0.44820 -0.63344 -1.14254 -0.2 0.7 -0.3 -0.07
N -0.29233 -2.21414 0.31346 -0.5 -0.3 -0.1 0.09
N 0.08466 -1.23635 1.14661 1.0 0.3 0.2 -0.08
C 0.55217 -1.43839 2.33745 -0.6 -0.4 -0.7 0.03
C 1.05109 -0.25294 2.98291 0.5 0.9 0.5 -0.22
C 1.43274 -0.16291 4.31433 -0.2 -0.5 -0.4 0.04
C 1.86773 1.05438 4.80990 0.1 0.5 -0.1 0.01
C 1.90117 2.15820 3.96549 0.1 -0.3 0.4 0.01
C 1.53888 1.99539 2.64202 0.0 0.0 -0.3 -0.06
N 1.14680 0.81966 2.14836 -0.4 0.5 0.4 0.03
H -1.14532 -3.83393 0.02168 0.1 0.1 0.0 0.07
H -2.23206 -5.43461 -2.86144 0.0 0.0 0.0 0.13
H -1.73340 -4.59674 -5.14301 0.0 0.0 0.0 0.12
H -0.37923 -2.54564 -5.45050 0.0 0.0 0.0 0.11
H 0.35015 -1.25866 -3.47947 0.0 0.0 0.0 0.12
H 0.59477 -2.43462 2.76105 -0.1 0.0 0.1 0.16
H 1.38585 -1.04655 4.93681 0.0 0.0 0.0 0.14
H 2.17149 1.14956 5.84376 0.0 0.0 0.0 0.14
H 2.20780 3.12923 4.32575 0.0 0.0 0.0 0.13
H 1.56193 2.82882 1.95156 0.0 0.0 0.0 0.13
N 3.39414 1.79172 -1.11874 -0.1 0.0 0.1 0.15
C 2.23997 2.46962 -1.15556 0.0 0.4 -0.3 -0.63
N 1.10985 2.07840 -0.60035 -0.2 -0.8 0.4 0.00
C 0.07713 2.98162 -0.81855 0.2 0.5 -0.3 -0.31
C 0.43624 4.07766 -1.52023 -0.2 -0.2 0.2 -0.30
S 2.09820 4.00845 -1.95219 0.1 -0.4 0.1 1.15
C -1.21646 2.62047 -0.27837 -0.5 0.4 -0.1 -0.30
C -2.38316 3.29722 -0.34370 0.4 -0.1 0.0 -0.30
S -3.63907 2.42608 0.44347 0.2 -0.4 0.1 1.16
C -2.51396 1.15774 0.83292 -0.4 0.0 0.1 -0.62
N -1.29685 1.40610 0.39685 1.8 -0.7 0.0 0.06
N -2.88900 0.06124 1.50115 0.1 0.1 0.0 0.15
H 3.43312 0.86958 -0.72375 0.0 -0.1 -0.1 0.11
H 4.20661 2.12464 -1.60782 0.0 0.0 0.0 0.12
H -0.17817 4.91061 -1.81874 0.0 0.0 0.0 0.10
H -2.57832 4.24702 -0.81306 0.0 0.0 0.0 0.10
H -3.84332 -0.06710 1.78851 0.0 0.0 0.0 0.12
H -2.22727 -0.66411 1.70831 0.0 -0.1 0.0 0.09
```
Positions in Å, forces in eV/Å.

=====

Record 5
An isolated molecule of C19H16F6N2O4 in a non-equilibrium geometry, computed with wB97M-V/def2-TZVPD.

largest force on an atom: 1.11 eV/A
DFT total energy: -47437.081 eV
structure (SMILES): COc1ccc(/C=N\NC(=O)c2cc(OCC(F)(F)F)ccc2OCC(F)(F)F)cc1
frontier orbital gap: 8.99 eV
net charge: 0
energy above the lowest of the compared OMol25 structures with the same formula, charge and spin: 9.98 kJ/mol

Geometry as XYZ:
```
47
Properties=species:S:1:pos:R:3:forces:R:3:lowdin_charge:R:1
C 0.48918 -3.28126 -5.19567 0.1 -0.2 0.1 -0.08
O 0.12020 -2.00654 -5.66547 -0.1 0.4 -0.1 -0.08
C -0.54880 -1.17078 -4.83280 -0.1 0.2 0.0 -0.27
C -0.90450 0.07048 -5.37112 0.1 -0.2 -0.1 0.01
C -1.58540 0.99245 -4.61282 0.0 -0.1 0.2 -0.03
C -1.91861 0.72200 -3.28185 0.3 -0.3 0.0 -0.22
C -2.63390 1.73639 -2.50258 0.0 0.0 0.1 -0.11
N -2.47494 2.08341 -1.29133 -0.6 0.6 0.2 0.08
N -1.50668 1.53662 -0.52932 0.5 -0.7 -0.7 0.04
C -1.37194 1.86918 0.78783 0.0 0.1 0.1 -0.40
O -2.12752 2.60196 1.38115 0.0 0.0 0.0 0.09
C -0.19451 1.17277 1.41107 0.2 0.1 0.2 -0.05
C -0.08415 -0.20320 1.27330 0.2 -0.1 0.2 0.06
C 0.98280 -0.90613 1.82470 -0.1 0.2 -0.1 -0.23
O 0.96366 -2.25844 1.57296 -0.2 0.1 0.0 -0.02
C 1.92275 -3.10197 2.13451 0.1 -0.3 0.3 -0.08
C 1.58525 -3.50613 3.57754 0.1 -0.1 -0.1 -0.61
F 0.35646 -4.01376 3.68132 -0.2 0.0 -0.2 0.16
F 2.44146 -4.45121 4.00029 0.2 -0.1 -0.2 0.14
F 1.67150 -2.49464 4.44620 0.0 0.3 0.0 0.15
C 1.96724 -0.21590 2.51738 -0.1 -0.3 -0.1 0.01
C 1.86252 1.15583 2.65794 -0.2 0.3 -0.1 0.02
C 0.79245 1.86182 2.12544 0.1 -0.1 -0.1 -0.21
O 0.80965 3.24030 2.23848 0.0 -0.4 -0.2 -0.02
C -0.10252 3.81978 3.13994 -0.3 0.1 0.5 -0.07
C 0.20998 3.43852 4.58784 0.0 0.1 0.0 -0.60
F -0.10111 2.16402 4.86800 -0.1 -0.2 -0.1 0.15
F -0.48044 4.20106 5.44690 -0.2 0.2 -0.1 0.14
F 1.50678 3.58682 4.89359 0.3 0.1 -0.1 0.14
C -1.57805 -0.52421 -2.75935 -0.2 0.2 -0.1 -0.04
C -0.90544 -1.46399 -3.52049 0.2 -0.3 -0.2 -0.01
H 1.16973 -3.21301 -4.34089 0.0 0.0 0.0 0.10
H 1.00248 -3.76314 -6.02597 0.0 0.0 0.1 0.09
H -0.38675 -3.87615 -4.91840 0.0 0.0 0.0 0.10
H -0.63677 0.27727 -6.39502 0.0 0.0 -0.1 0.12
H -1.85527 1.94644 -5.04079 0.0 0.1 -0.1 0.12
H -3.39189 2.30560 -3.02551 -0.1 0.1 0.0 0.12
H -0.80672 0.93027 -0.95826 -0.2 0.3 0.2 0.14
H -0.84336 -0.76696 0.75391 -0.1 -0.1 -0.1 0.13
H 2.93466 -2.68034 2.12115 -0.1 -0.1 0.0 0.14
H 1.90484 -4.02112 1.53958 0.1 0.2 0.1 0.15
H 2.80768 -0.71518 2.97098 0.0 -0.1 0.0 0.11
H 2.62232 1.70208 3.19464 0.1 0.1 0.0 0.13
H 0.02244 4.90050 3.03919 0.0 -0.1 0.1 0.15
H -1.14137 3.53682 2.92370 0.3 0.1 0.1 0.12
H -1.89218 -0.79749 -1.76171 0.0 0.0 0.1 0.11
H -0.67318 -2.42083 -3.08016 0.0 -0.1 0.0 0.10
```
Positions in Å, forces in eV/Å.